This record from OMol25 describes a molecular structure, C5H9NO. The level of theory is the ωB97M-V functional and the def2-TZVPD basis.

Element x y z (Å)
1 O -2.1602 -0.4214 1.4839
2 C -1.5448 -0.7675 0.2828
3 C -1.0270 0.3578 -0.6873
4 C 0.2074 -0.4961 -0.7100
5 C 2.0331 0.9959 -0.3163
6 N 1.4940 1.6601 0.6215
7 C -0.1428 -1.3170 0.2726
8 H -1.5546 0.1882 1.9241
9 H -2.2195 -1.4415 -0.2572
10 H -0.9593 1.3248 -0.1690
11 H -1.5071 0.5102 -1.6575
12 H 1.9608 1.3585 -1.3446
13 H 2.6137 0.0724 -0.2036
14 H 1.6067 1.1520 1.5033
15 H 0.8802 -0.8178 -1.4706
16 H 0.3763 -2.1783 0.6769

Forces on atoms 1 to 2 (eV/Å):
O -0.130 0.358 0.325
C -0.237 -0.171 0.037

## Properties
LUMO energy = 0.55 eV
Total energy = -8864.9856 eV
HOMO level = -0.34177 Eh
F_max = 1.4 eV/A
ΔE to the lowest compared entry with this formula, charge and spin = 97.5 kcal per mole
Gap between HOMO and LUMO = 9.85 eV

Mulliken population analysis, charges in e, atoms 1 to 6: atom 1 (O): -0.571, atom 2 (C): 0.193, atom 3 (C): -0.806, atom 4 (C): -0.199, atom 5 (C): -0.350, atom 6 (N): -0.550